a.
Computed, not measured: an isolated molecule of C5H7N3, with ωB97M-V with the def2-TZVPD basis set.

Summary:
HOMO, eV: -8.735
M, g mol⁻¹: 109.13
LUMO, eV: -0.41
Gap between HOMO and LUMO, eV: 8.33

Positions of all 15 atoms, in Å:
C  -2.088  -1.163  -0.483
N  -0.711  -1.107  -0.920
N  -0.236  -0.041  -0.062
C  -0.531  0.158  1.331
C  0.441  0.827  1.973
N  1.447  1.100  0.945
C  0.979  0.444  -0.140
C  1.642  0.351  -1.416
H  -2.755  -0.315  0.296
H  -2.748  -1.981  -0.862
H  -1.658  0.052  1.655
H  0.600  1.113  2.967
H  0.958  0.269  -2.393
H  2.463  1.014  -1.407
H  2.196  -0.719  -1.487

---

b.
Computed, not measured: an isolated molecule of C5H7N3, with ωB97M-V with the def2-TZVPD basis set.

Summary:
HOMO, eV: -8.546
M, g mol⁻¹: 109.13
LUMO, eV: -1.19
Gap between HOMO and LUMO, eV: 7.36

Positions of all 15 atoms, in Å:
C  -0.811  1.292  0.479
N  -1.540  0.415  -0.542
N  -1.806  -0.947  -0.225
C  -0.642  -1.544  0.166
C  0.638  -1.095  0.008
C  1.103  -0.020  -0.874
C  2.524  0.008  -0.308
N  3.694  -0.029  0.134
H  0.274  1.364  0.513
H  -0.993  0.956  1.627
H  -1.220  2.369  0.466
H  -2.445  0.836  -1.060
H  -0.979  -2.491  0.665
H  1.430  -1.650  0.562
H  0.775  0.535  -1.611

---

a is the most stable structure; the next one sits 0.0388 hartree above it.

---

a.
Computed, not measured: a structure of composition C7H14O, with ωB97M-V with the def2-TZVPD basis set.

Summary:
HOMO, eV: -8.414
M, g mol⁻¹: 114.19
LUMO, eV: -0.36
Gap between HOMO and LUMO, eV: 8.05

Positions of all 22 atoms, in Å:
C  1.271  -0.737  -2.393
C  0.421  0.133  -1.448
C  0.849  0.019  0.045
C  0.001  0.678  0.914
C  -1.109  1.473  0.396
C  -2.446  0.923  0.841
C  2.053  -0.623  0.521
H  2.412  -0.678  -2.300
H  1.181  -1.907  -2.060
H  1.271  -0.563  -3.526
H  -0.627  -0.202  -1.479
H  0.586  1.150  -1.848
H  0.077  0.483  1.980
H  -0.911  2.160  -0.479
H  -3.435  1.225  0.389
H  -1.864  1.747  1.465
H  2.199  -1.779  0.165
H  3.020  -0.074  0.181
H  1.858  -0.721  1.576
H  -2.292  -0.497  1.552
H  -2.448  -0.989  3.182
O  -2.067  -1.220  2.325

---

b.
Computed, not measured: an isolated molecule of C7H14O, with ωB97M-V with the def2-TZVPD basis set.

Summary:
HOMO, eV: -8.134
M, g mol⁻¹: 114.19
LUMO, eV: -1.48
Gap between HOMO and LUMO, eV: 6.66

Positions of all 22 atoms, in Å:
C  1.601  -1.409  -0.160
O  -0.508  1.443  0.719
C  1.285  -0.078  0.147
C  2.003  0.559  1.329
C  -0.214  0.554  -0.129
C  -0.387  1.089  -1.570
C  -1.149  -0.730  0.040
C  -2.587  -0.347  0.365
H  1.892  -2.144  0.598
H  0.157  0.519  -2.326
H  1.661  -1.805  -1.165
H  1.925  0.140  -0.776
H  1.998  1.633  1.164
H  1.460  0.361  2.248
H  3.010  0.161  1.405
H  -1.448  1.077  -1.814
H  -0.082  2.132  -1.558
H  -0.735  -1.333  0.847
H  -1.040  -1.272  -0.902
H  -2.655  -0.234  1.447
H  -2.808  0.680  0.075
H  -3.379  -0.999  0.015

---

c.
Computed, not measured: a cluster of 2 separate species, C7H14O in total, with ωB97M-V with the def2-TZVPD basis set.

Summary:
HOMO, eV: -8.790
M, g mol⁻¹: 114.19
LUMO, eV: 0.78
Gap between HOMO and LUMO, eV: 9.57

Positions of all 22 atoms, in Å:
C  0.509  2.714  -2.069
C  0.975  1.259  -2.328
C  0.466  0.138  -1.808
C  0.815  -1.249  -2.355
H  1.352  3.232  -1.562
H  0.289  3.258  -2.987
H  -0.373  2.801  -1.413
H  1.749  1.183  -3.096
H  -0.394  0.158  -1.076
H  1.622  -1.313  -3.094
H  -0.057  -1.714  -2.857
H  1.221  -1.802  -1.495
C  -2.139  -0.685  3.331
C  -0.952  -1.108  2.867
C  -0.205  -0.514  1.705
O  -0.297  -2.155  3.547
H  -2.558  0.277  2.944
H  -2.681  -1.156  4.190
H  -0.725  0.312  1.259
H  0.729  -0.101  2.137
H  0.007  -1.296  0.928
H  0.645  -2.238  3.233

---

d.
Computed, not measured: a cluster of 2 separate species, C7H14O in total, with ωB97M-V with the def2-TZVPD basis set.

Summary:
HOMO, eV: -9.166
M, g mol⁻¹: 114.19
LUMO, eV: 0.97
Gap between HOMO and LUMO, eV: 10.14

Positions of all 22 atoms, in Å:
C  1.494  -0.810  0.199
C  0.942  -0.724  -1.005
C  -0.200  -1.601  -1.430
C  1.437  0.234  -2.053
H  1.166  -1.543  0.921
H  2.355  -0.218  0.475
H  -1.075  -0.993  -1.671
H  0.056  -2.164  -2.331
H  -0.473  -2.309  -0.649
H  2.244  0.860  -1.675
H  1.807  -0.307  -2.927
H  0.623  0.878  -2.395
C  -1.965  -0.321  1.565
C  -1.233  0.101  2.518
O  -0.219  1.438  2.204
C  -0.335  2.046  1.034
H  -1.695  0.360  0.530
H  -2.650  -1.134  1.443
H  -0.823  -0.168  3.470
H  -1.093  2.847  0.999
H  0.619  2.276  0.558
H  -0.982  1.252  0.222

---

c is the most stable structure; the next one sits 0.0991 hartree above it.

---

a.
Computed, not measured: a structure of composition C15H18N4O3S, with ωB97M-V with the def2-TZVPD basis set.

Summary:
HOMO, eV: -8.534
M, g mol⁻¹: 334.40
LUMO, eV: 0.38
Gap between HOMO and LUMO, eV: 8.91

Positions of all 41 atoms, in Å:
C  4.511  -0.689  -1.392
H  4.571  -1.518  -0.768
H  5.373  -0.096  -1.503
H  3.884  0.096  -0.861
O  4.185  -0.699  -2.688
C  3.037  -1.689  -2.821
O  2.615  -2.441  -1.895
C  2.426  -1.549  -4.305
H  2.805  -0.726  -4.886
H  2.738  -2.575  -4.685
S  0.452  -1.679  -4.385
C  0.370  -0.312  -3.237
N  1.533  0.451  -2.505
N  0.724  1.136  -1.693
C  -0.434  1.067  -1.678
N  -0.754  -0.191  -2.548
C  -1.956  -0.663  -2.720
H  -2.665  -0.682  -1.942
H  -2.689  0.025  -3.617
H  -1.981  -1.773  -3.174
C  -1.388  1.696  -0.783
N  -1.541  0.741  0.433
C  -2.541  -0.055  0.770
O  -3.388  -0.429  0.012
C  -2.388  -0.489  2.014
C  -1.585  0.109  3.236
C  0.004  -0.064  3.436
C  0.366  0.742  4.229
C  -0.109  1.495  5.019
C  -1.517  1.714  4.948
C  -2.306  1.062  3.904
H  -3.223  1.244  3.786
H  -2.119  2.481  5.500
H  0.494  2.235  5.807
H  1.661  0.561  4.400
H  0.179  -0.815  2.704
H  -1.725  -1.478  1.909
H  -3.314  -1.250  2.541
H  -0.732  0.996  1.133
H  -1.159  2.522  -0.685
H  -2.415  1.490  -1.010

---

b.
Computed, not measured: an isolated molecule of C15H18N4O3S, with ωB97M-V with the def2-TZVPD basis set.

Summary:
HOMO, eV: -7.911
M, g mol⁻¹: 334.40
LUMO, eV: 0.73
Gap between HOMO and LUMO, eV: 8.64

Positions of all 41 atoms, in Å:
C  1.883  0.170  -2.124
C  0.514  -0.122  -2.733
C  -0.568  0.742  -2.075
C  0.160  -1.556  -2.555
N  0.468  -2.325  -1.533
C  -0.133  -3.506  -1.821
S  -0.064  -4.863  -0.749
C  0.727  -4.022  0.663
C  0.003  -2.716  0.981
O  -1.200  -2.636  1.017
N  0.867  -1.704  1.275
C  0.575  -0.356  1.505
C  1.645  0.534  1.609
C  1.419  1.875  1.832
C  0.123  2.363  1.945
C  -0.952  1.480  1.810
C  -0.723  0.125  1.605
O  -2.252  1.907  1.866
C  -2.390  3.305  1.751
C  -1.359  4.012  2.631
O  -0.056  3.703  2.193
N  -0.778  -3.513  -2.967
N  -0.584  -2.263  -3.429
H  1.855  -0.026  -1.057
H  2.148  1.212  -2.282
H  2.645  -0.459  -2.577
H  0.536  0.091  -3.808
H  -1.539  0.563  -2.533
H  -0.637  0.507  -1.015
H  -0.319  1.794  -2.184
H  1.780  -3.873  0.431
H  0.620  -4.713  1.500
H  1.852  -1.895  1.160
H  2.659  0.171  1.525
H  2.237  2.570  1.927
H  -1.568  -0.536  1.515
H  -3.408  3.544  2.061
H  -2.241  3.611  0.706
H  -1.459  5.097  2.568
H  -1.493  3.688  3.672
H  -0.991  -1.981  -4.307

---

b is the most stable structure; the next one sits 0.5873 hartree above it.